(1)
Entry from the OMol25 dataset: a molecular structure, C24H29BrFeN7O2S2 (wB97M-V/def2-TZVPD).

The value obtained for the HOMO energy (spin up / spin down) is -0.4659 / -0.4655 Eh. Its expectation value of S² is 8.820. Its HOMO-LUMO gap (spin up / spin down) is 6.20 / 4.34 eV. Its net charge is +2. The spin multiplicity is 6. The calculation puts the energy above the lowest of the compared OMol25 structures with the same formula, charge and spin at 29.54 kcal/mol.

Element x y z (Å)
Fe1 0.257079 0.166082 -0.683111
O1 -1.065735 -3.811447 -0.415991
C1 -2.415964 -3.671787 -0.358005
C2 -3.183169 -4.825575 -0.257031
C3 -4.561839 -4.744889 -0.198404
C4 -5.207805 -3.511158 -0.237545
C5 -4.446455 -2.365040 -0.333732
C6 -3.051927 -2.429148 -0.385121
C7 -2.281162 -1.138624 -0.460340
O2 -1.032797 -1.183167 -0.979412
N1 -2.173565 -0.621453 0.972333
N2 -1.118602 0.003705 1.283818
C8 -0.913229 0.440193 2.529614
C9 0.314443 1.022347 2.833378
Br1 1.668927 0.790751 1.517545
C10 0.685640 1.650878 4.007023
C11 -0.174197 2.096575 5.052160
C12 0.392161 2.251322 6.336534
C13 -0.386427 2.661673 7.395441
C14 -1.731044 2.959851 7.188874
C15 -2.296662 2.863703 5.917391
C16 -1.531394 2.438049 4.855508
H1 -0.695469 -2.954351 -0.687351
H2 -2.669449 -5.778194 -0.236961
H3 -5.144106 -5.654669 -0.134781
H4 -6.286830 -3.451238 -0.213316
H5 -4.937849 -1.396502 -0.379838
H6 -2.900822 -0.382775 -0.967595
H7 -2.885302 -0.867381 1.663551
H8 -1.638772 0.288707 3.323215
H9 1.746927 1.817960 4.158982
H10 1.438165 2.014842 6.489012
H11 0.047478 2.762456 8.380718
H12 -2.339731 3.293399 8.019315
H13 -3.330077 3.142292 5.762620
H14 -1.952626 2.436180 3.858998
S1 -0.749222 2.074589 -1.714641
C17 -2.023728 3.152927 -1.918467
N3 -2.541669 3.418417 -3.095762
C18 -3.713471 4.299014 -3.148198
C19 -3.744449 5.050125 -1.813655
S2 -2.785726 4.030649 -0.642946
H15 -2.194685 2.941316 -3.916352
H16 -4.610445 3.697562 -3.294995
H17 -3.615245 4.989374 -3.982148
H18 -4.754755 5.170761 -1.434391
H19 -3.265233 6.023550 -1.879228
C20 4.957849 1.982143 -4.750793
C21 5.641935 0.962119 -3.844532
C22 5.839498 1.503649 -2.431925
C23 4.914751 -0.384139 -3.830950
N4 3.694030 -0.378031 -2.997981
C24 3.518263 -0.871406 -1.774708
N5 2.282236 -0.609477 -1.409366
N6 1.732563 0.064030 -2.443075
N7 2.568958 0.222593 -3.395742
H20 5.462909 2.945294 -4.678726
H21 3.912304 2.128983 -4.474469
H22 4.989468 1.666389 -5.794429
H23 6.624877 0.732305 -4.263976
H24 4.891537 1.834983 -1.997108
H25 6.505096 2.365410 -2.450321
H26 6.288721 0.760143 -1.766926
H27 5.554456 -1.158597 -3.411097
H28 4.615039 -0.683603 -4.832750
H29 4.262006 -1.408883 -1.210015

Forces on the atoms, in the same order (eV/Å):
-0.1 -0.5 0.1
-0.2 0.1 0.0
0.2 0.0 0.1
-0.1 -0.1 0.0
0.0 0.0 0.0
0.0 0.0 0.0
0.0 0.0 0.0
0.0 0.0 -0.1
-0.1 0.0 -0.2
-0.1 -0.1 0.0
-0.1 -0.1 0.0
0.1 0.1 0.5
0.0 -0.1 -0.2
0.1 0.1 -0.1
0.4 0.3 0.2
-0.1 -0.1 0.0
0.0 0.0 0.0
0.0 0.0 0.0
0.0 0.0 0.0
0.0 0.0 0.0
0.0 0.0 0.0
0.0 0.0 0.0
0.0 0.0 0.0
0.0 0.0 0.0
0.0 0.0 0.0
0.0 0.0 0.0
0.0 0.0 0.0
0.0 0.1 0.1
0.0 0.0 0.0
-0.1 0.0 -0.1
0.0 -0.1 0.0
0.0 0.0 0.0
0.0 0.0 0.0
0.0 0.0 0.0
0.0 0.0 0.0
0.0 0.0 0.0
0.2 0.4 -0.8
-0.1 -0.2 0.5
-0.1 0.2 -0.1
0.1 0.0 0.1
0.0 0.0 0.0
-0.1 0.0 0.0
0.0 0.0 0.0
0.0 0.0 0.0
0.0 0.0 0.0
0.0 0.0 0.0
0.0 0.0 0.0
0.0 0.0 0.0
-0.1 0.1 0.1
0.1 0.0 0.0
0.0 0.0 0.0
0.2 0.1 -0.3
-0.1 -0.1 0.1
0.0 0.1 0.1
0.0 0.1 0.2
0.0 -0.2 0.1
0.0 0.0 0.0
0.0 0.0 0.0
0.0 0.0 0.0
0.0 0.0 0.0
0.0 0.0 0.0
0.0 0.0 0.0
0.0 0.0 0.0
0.0 0.0 0.0
0.0 0.0 0.0
0.0 0.0 0.0


(2)
Entry from the OMol25 dataset: 15 unconnected molecules or ions with the total composition C24H29Cl42O4 (wB97M-V/def2-TZVPD).

The value obtained for the HOMO energy is -0.1452 Eh. Its HOMO-LUMO gap is 5.23 eV. Its net charge is -1. The calculation puts the energy above the lowest of the compared OMol25 structures with the same formula, charge and spin at 29.15 kcal/mol.

Element x y z (Å)
C1 -5.327018 1.125212 2.970531
C2 -4.836526 1.937858 2.020740
C3 -4.240534 1.498486 0.704389
O1 -3.931643 2.333918 -0.084406
O2 -4.062432 0.195061 0.332987
C4 -3.225247 -0.541961 1.243047
C5 -1.696976 -0.298512 1.044720
C6 -0.965837 -1.327567 1.971162
C7 0.409926 -0.847471 2.480325
C8 0.307402 0.381048 3.465180
C9 0.682184 1.746397 2.797782
C10 -0.026401 2.880339 3.596793
O3 -1.252264 2.894507 3.784637
O4 0.698598 3.821120 4.023007
H1 -5.941147 0.227079 2.801865
H2 -5.055493 1.365299 4.014356
H3 -4.848603 3.023823 2.222044
H4 -3.397212 -1.632199 1.093580
H5 -3.435481 -0.349678 2.314039
H6 -1.432293 0.756149 1.252122
H7 -1.491982 -0.487295 -0.032971
H8 -0.864352 -2.280120 1.405650
H9 -1.671795 -1.548044 2.802861
H10 0.832832 -1.682876 3.094478
H11 1.156979 -0.685933 1.670340
H12 -0.697845 0.376480 3.931211
H13 1.070684 0.200961 4.252506
H14 0.417469 1.731995 1.721161
H15 1.775710 1.885450 2.928861
C11 2.436226 -4.251939 0.717642
Cl1 2.922394 -4.700899 2.362280
Cl2 0.681256 -4.110692 0.612014
Cl3 3.212815 -2.749330 0.223922
H16 2.756816 -5.035071 0.042426
C12 -2.019531 -3.083406 6.008945
Cl4 -2.982051 -4.531884 6.345477
Cl5 -0.604269 -3.489041 5.030792
Cl6 -3.004963 -1.854910 5.210227
H17 -1.671457 -2.676312 6.954664
C13 -0.728473 3.169612 -1.919764
Cl7 -0.346987 3.590506 -3.594682
Cl8 -0.446849 1.448061 -1.583467
Cl9 0.206247 4.169010 -0.809406
H18 -1.780115 3.370468 -1.757393
C14 1.779843 0.569904 -5.645049
Cl10 0.996146 0.691943 -4.070990
Cl11 0.572233 0.447161 -6.932001
Cl12 2.846419 1.955629 -5.923141
H19 2.381698 -0.333111 -5.658128
C15 -4.907667 6.342159 -0.772514
Cl13 -6.622944 6.774241 -0.686230
Cl14 -4.253701 6.751071 -2.364768
Cl15 -3.997899 7.151275 0.501135
H20 -4.815929 5.270422 -0.628698
C16 5.655339 -1.379885 -2.614587
Cl16 5.626647 -1.256588 -4.375059
Cl17 4.157214 -0.746511 -1.928680
Cl18 5.910653 -3.055033 -2.113206
H21 6.480194 -0.782678 -2.242170
C17 1.493967 -5.154998 -3.288835
Cl19 2.638499 -3.857997 -3.639393
Cl20 2.216005 -6.342183 -2.191065
Cl21 0.000290 -4.502748 -2.612742
H22 1.254384 -5.658708 -4.218889
C18 0.452765 -4.454672 -7.284552
Cl22 0.749670 -2.825310 -6.679430
Cl23 1.964863 -5.365986 -7.391321
Cl24 -0.708175 -5.300017 -6.254036
H23 0.031016 -4.377264 -8.279624
C19 1.128900 -0.717280 7.645336
Cl25 0.159934 -2.166071 7.979557
Cl26 2.543570 -1.128935 6.669672
Cl27 0.158258 0.506855 6.839240
H24 1.471735 -0.317449 8.592147
C20 -7.503902 4.642024 4.531469
Cl28 -7.212386 5.192238 2.878568
Cl29 -7.105417 2.929101 4.739623
Cl30 -6.596378 5.629542 5.679414
H25 -8.560204 4.764065 4.739862
C21 7.300549 -0.882900 -8.081842
Cl31 8.440685 0.419547 -8.442314
Cl32 8.013992 -2.033701 -6.947860
Cl33 5.793246 -0.224278 -7.440204
H26 7.079077 -1.407106 -9.003936
C22 8.037785 1.876845 -4.854812
Cl34 8.534142 1.445326 -3.212876
Cl35 6.284838 2.027808 -4.953221
Cl36 8.825206 3.372902 -5.368228
H27 8.349266 1.081933 -5.524244
C23 -9.590476 4.256533 -0.801060
Cl37 -11.028124 5.005686 -0.093996
Cl38 -8.464766 3.760451 0.460911
Cl39 -10.043784 2.880101 -1.814559
H28 -9.096330 4.991427 -1.426791
C24 6.607577 -4.459598 2.980670
Cl40 7.043543 -4.174704 1.294006
Cl41 6.840721 -6.159481 3.406195
Cl42 7.547321 -3.415937 4.052078
H29 5.558129 -4.218760 3.104493

Forces on the atoms, in the same order (eV/Å):
0.3 -0.1 0.5
-0.2 -0.7 -0.1
-1.5 0.3 -0.1
0.5 1.3 -1.1
0.1 -0.1 1.6
1.3 -1.0 0.6
-0.8 -0.4 -0.3
-0.2 0.4 -0.9
0.0 -0.5 1.2
0.9 -0.6 -1.0
-0.4 -0.7 1.0
0.8 2.3 0.3
-1.3 -1.6 -0.5
0.9 -0.7 -0.3
1.3 -0.2 -0.2
-1.2 0.4 -0.5
1.3 -0.7 0.0
-0.2 0.7 -0.2
-0.2 0.2 -0.7
-0.2 -0.6 0.1
0.1 0.1 0.7
-0.1 0.6 0.4
0.8 0.2 -0.2
-0.2 0.3 -0.5
-0.7 0.1 0.3
0.5 0.3 -0.3
-0.7 0.2 -0.3
0.1 0.2 0.5
-0.6 0.0 -0.4
-0.1 0.2 0.1
0.0 -0.1 0.0
0.3 -0.2 0.2
-0.1 -0.3 0.2
0.0 0.0 0.1
-0.1 0.0 -0.3
0.0 0.0 0.0
-0.2 0.0 0.0
0.0 0.0 0.1
-0.4 -0.2 -0.5
0.1 0.1 0.2
-0.2 0.2 0.0
-0.2 0.4 0.1
-0.1 -0.1 0.0
0.0 -0.1 0.0
-0.1 0.0 0.3
0.4 -0.3 -0.5
0.0 0.1 0.0
0.0 -0.1 0.0
0.0 0.1 -0.1
0.2 0.0 0.1
-0.1 0.0 0.0
0.0 -0.1 0.1
-0.1 -0.1 -0.1
0.0 0.0 0.0
-0.2 0.0 0.1
0.0 -0.1 0.1
0.2 0.2 -0.3
0.1 0.0 0.0
0.0 0.0 -0.1
-0.1 0.2 0.0
0.0 -0.1 0.0
0.0 -0.1 -0.1
0.1 -0.1 -0.3
0.0 0.0 0.1
0.1 0.1 0.2
-0.1 -0.2 -0.1
0.0 0.0 0.0
0.0 0.0 -0.1
0.0 0.0 0.1
-0.1 0.4 -0.3
0.6 0.1 0.7
0.0 -0.1 0.1
0.0 -0.1 0.2
0.0 -0.1 0.0
0.0 0.0 0.2
0.2 0.0 0.4
-0.2 0.4 0.0
-0.1 0.0 0.0
0.1 0.0 0.0
-0.1 0.0 0.1
0.0 0.0 0.0
0.0 0.0 -0.1
0.0 -0.1 -0.3
0.0 0.0 0.0
-0.2 0.0 0.0
0.0 -0.1 0.0
0.1 0.3 0.1
0.0 -0.1 0.0
0.0 0.0 0.0
0.1 -0.2 0.1
0.0 0.0 0.0
-0.2 -0.1 -0.4
0.0 0.1 0.0
0.0 0.0 0.0
0.1 0.0 0.0
-0.1 0.0 0.0
-0.1 0.0 0.0
-0.1 0.0 0.0
0.1 0.0 0.0


(3)
Entry from the OMol25 dataset: a molecular structure, C24H29F6I3OSbSiTi (wB97M-V/def2-TZVPD).

The value obtained for the HOMO energy (spin up / spin down) is -0.3348 / -0.3399 Eh. Its expectation value of S² is 0.756. Its HOMO-LUMO gap (spin up / spin down) is 7.05 / 6.42 eV. Its net charge is 0. The spin multiplicity is 2. The calculation puts the energy above the lowest of the compared OMol25 structures with the same formula, charge and spin at 41.66 kcal/mol.

Element x y z (Å)
Ti1 1.518805 0.076422 1.351699
C1 -2.834278 -1.362547 2.008641
C2 -1.548883 -1.803823 2.653429
C3 -1.376222 -1.751304 4.031374
C4 -0.197701 -2.193816 4.622667
C5 0.833509 -2.690374 3.842571
C6 0.680898 -2.739475 2.462234
C7 -0.498662 -2.294142 1.874356
H1 -2.674148 -1.075050 0.967391
H2 -3.277644 -0.520026 2.541962
H3 -3.563758 -2.175606 2.013104
H4 -2.173969 -1.358140 4.652016
H5 -0.082342 -2.135697 5.697575
H6 1.761300 -3.011726 4.297084
H7 1.487749 -3.116044 1.844640
H8 -0.625016 -2.350378 0.798397
I1 -0.362280 1.829610 3.185816
I2 0.945898 1.692856 5.491572
I3 4.446892 1.475067 -0.116020
C8 2.704001 1.781262 1.059097
H9 2.134002 2.553795 0.547183
H10 3.062605 2.132363 2.025071
C9 -1.071578 3.365909 -0.381314
C10 -1.869797 2.134071 -0.834924
C11 -2.811679 2.550712 -1.976224
C12 -2.722903 1.640612 0.346097
Si1 -0.619817 0.774744 -1.259994
O1 0.227979 0.475317 0.141661
C13 0.640882 1.259208 -2.557805
C14 1.924080 0.706881 -2.499375
C15 2.870152 0.974182 -3.478231
C16 2.553511 1.806279 -4.540828
C17 1.287811 2.368899 -4.618658
C18 0.344451 2.093737 -3.639171
C19 -1.392759 -0.862622 -1.753546
C20 -2.751147 -1.073993 -1.995809
C21 -3.237499 -2.329554 -2.337805
C22 -2.369805 -3.405267 -2.443683
C23 -1.012352 -3.217925 -2.219572
C24 -0.534457 -1.960769 -1.884284
H11 -1.756995 4.177780 -0.117298
H12 -0.405405 3.729912 -1.167353
H13 -0.462296 3.151710 0.499404
H14 -3.673995 3.081497 -1.560506
H15 -3.191825 1.708577 -2.557188
H16 -2.325440 3.237088 -2.668748
H17 -3.259856 2.481273 0.796899
H18 -2.116345 1.168112 1.124493
H19 -3.462730 0.900655 0.041172
H20 2.205492 0.068717 -1.670726
H21 3.858076 0.537300 -3.403748
H22 3.290996 2.018562 -5.304331
H23 1.033606 3.021908 -5.443938
H24 -0.637614 2.535837 -3.732372
H25 -3.453564 -0.254174 -1.924534
H26 -4.295936 -2.465754 -2.520342
H27 -2.747269 -4.385432 -2.705248
H28 -0.326082 -4.050632 -2.307320
H29 0.530562 -1.837435 -1.716027
F1 2.139532 -0.184818 3.023779
Sb1 5.100548 -0.974367 2.260709
F2 4.918419 -1.757900 3.955736
F3 4.705888 -2.689493 1.454453
F4 6.965416 -1.134801 2.132483
F5 2.483606 -1.120475 0.481124
F6 5.067385 0.772703 3.111033

Forces on the atoms, in the same order (eV/Å):
0.0 0.1 -0.7
0.0 -0.1 0.0
0.0 0.1 0.0
0.0 0.0 0.0
0.0 0.0 0.0
0.0 0.0 0.0
0.0 -0.1 0.0
0.0 0.0 -0.1
0.0 -0.1 0.1
0.0 0.0 0.0
0.0 0.0 0.0
0.0 0.0 0.0
0.0 0.0 0.0
0.0 0.0 0.0
0.0 0.0 0.0
0.0 0.0 0.0
0.0 0.1 0.2
-0.1 0.0 -0.1
0.2 -0.1 0.1
-0.1 0.0 0.0
0.0 0.0 0.0
0.0 0.0 0.0
0.0 0.0 0.0
0.0 0.0 0.0
0.0 0.0 0.0
0.1 0.0 0.0
-0.1 0.0 0.0
0.1 -0.1 0.4
0.0 0.0 0.0
-0.1 0.1 0.0
0.0 0.0 0.0
0.0 0.0 0.0
0.0 0.0 0.0
0.0 0.0 0.0
0.0 0.0 0.0
0.0 0.0 0.0
0.0 0.0 0.0
0.0 0.0 0.0
0.0 0.0 0.0
0.0 0.0 0.0
0.0 0.0 0.0
0.0 0.0 0.0
0.0 0.0 0.0
0.0 0.0 0.0
0.0 0.0 0.0
0.0 0.0 0.0
0.0 0.0 0.0
0.0 0.1 0.0
0.0 0.0 0.0
0.0 -0.1 0.0
0.0 0.0 0.0
0.0 0.0 0.0
0.0 0.0 0.0
-0.1 0.0 0.0
0.0 0.0 0.0
0.0 0.0 0.0
0.0 0.0 0.0
0.0 0.0 0.0
0.0 0.0 0.0
0.0 -0.1 0.1
-0.2 0.1 0.2
0.0 0.0 0.0
0.1 0.0 -0.1
0.0 0.1 -0.1
0.0 0.0 0.0
0.1 0.0 0.0


no.,total energy (hartree)
1,-6099.23109
2,-20560.83986
3,-3878.94763